# 1
Entry from the Open Molecules 2025 dataset: an isolated molecule of CH3NO3 at a distorted geometry (wB97M-V/def2-TZVPD).

Results
**Energy above the lowest of the compared OMol25 structures with the same formula, charge and spin**: 122.1 kcal per mole
**Charge**: 0
**E_LUMO**: 0.852 eV
**Highest occupied orbital energy**: -9.6 eV
**Electronic energy**: -320.14812 Eh
**SMILES string**: C=[N+]([O-])OO

Each atom is followed by the atoms it is bonded to, with distances in Å.
Cartesian coordinates (Å):
1 C -0.25143 1.36267 0.46342  N2 1.292, H6 1.075, H7 1.070
2 N -0.22026 0.25307 -0.19701  C1 1.292, O3 1.207, O4 1.527
3 O -0.85257 -0.10863 -1.15966  N2 1.207
4 O 0.69204 -0.81696 0.39887  N2 1.527, O5 1.408
5 O 0.91207 -1.96673 -0.38371  O4 1.408, H8 0.980
6 H 0.47166 1.50045 1.24680  C1 1.075
7 H -0.78865 2.18474 0.03805  C1 1.070
8 H 0.03714 -2.40860 -0.40676  O5 0.980

=====

# 2
Entry from the Open Molecules 2025 dataset: a cluster of 2 separate species, CH3NO3 in total at a distorted geometry (wB97M-V/def2-TZVPD).

Results
**Energy above the lowest of the compared OMol25 structures with the same formula, charge and spin**: 109.3 kcal per mole
**Charge**: 0
**E_LUMO**: -1.006 eV
**Highest occupied orbital energy**: -10.1 eV
**Electronic energy**: -320.16838 Eh

Each atom is followed by the atoms it is bonded to, with distances in Å.
Cartesian coordinates (Å):
1 C 0.22376 0.47648 0.13730  N2 1.438, O5 1.292, H7 1.048
2 N -0.81990 1.21684 -0.51959  C1 1.438, O3 1.205, O4 1.203
3 O -1.85412 1.15626 0.09670  N2 1.205
4 O -0.63984 1.84296 -1.53135  N2 1.203
5 O -0.02913 -0.14452 1.24222  C1 1.292, H8 0.965
6 H 0.13856 -0.67147 -1.24392  no bonds
7 H 1.22150 0.70027 -0.09458  C1 1.048
8 H -0.99011 -0.22734 1.20613  O5 0.965

=====

# 3
Entry from the Open Molecules 2025 dataset: an isolated molecule of CH3NO3S at a distorted geometry (wB97M-V/def2-TZVPD).

Results
**Energy above the lowest of the compared OMol25 structures with the same formula, charge and spin**: 118.2 kcal per mole
**Charge**: 0
**E_LUMO (spin up / spin down)**: -1.342 / -1.343 eV
**Highest occupied orbital energy (spin up / spin down)**: -9.7 / -9.7 eV
**Electronic energy**: -718.38277 Eh

Each atom is followed by the atoms it is bonded to, with distances in Å.
Cartesian coordinates (Å):
1 C -0.22975 -1.12955 1.22781  S6 1.895, H7 1.072, H8 1.035, H9 1.087
2 N 0.94884 -3.64368 -0.77714  O3 1.188, O5 1.342
3 O 1.89027 -3.19375 -0.20953  N2 1.188
4 O -1.26088 -0.54794 -1.18584  S6 1.410
5 O -0.20536 -2.96057 -0.73911  N2 1.342, S6 2.005
6 S -1.45726 -1.50251 -0.16695  C1 1.895, O4 1.410, O5 2.005
7 H 0.63300 -0.59270 0.88599  C1 1.072
8 H -0.61667 -0.68776 2.07969  C1 1.035
9 H 0.18467 -2.13149 1.30840  C1 1.087

=====

# 4
Entry from the Open Molecules 2025 dataset: an isolated molecule of CH3NO3S at a distorted geometry (wB97M-V/def2-TZVPD).

Results
**Energy above the lowest of the compared OMol25 structures with the same formula, charge and spin**: 29.3 kcal per mole
**Charge**: 0
**E_LUMO**: 0.568 eV
**Highest occupied orbital energy**: -10.1 eV
**Electronic energy**: -718.52442 Eh

Each atom is followed by the atoms it is bonded to, with distances in Å.
Cartesian coordinates (Å):
1 C -0.44231 0.15797 -0.16902  N2 1.369, O3 1.373, O4 1.233
2 N -1.62432 -0.20170 0.42002  C1 1.369, H7 1.114, H8 1.044
3 O 0.37644 -0.93909 -0.27506  C1 1.373, S6 1.662
4 O -0.21502 1.26437 -0.66369  C1 1.233
5 O 2.04143 0.52618 0.75356  S6 1.428
6 S 1.96329 -0.44438 -0.29063  O3 1.662, O5 1.428, H9 1.508
7 H -1.64040 -1.30212 0.59053  N2 1.114
8 H -2.05570 0.48421 1.07907  N2 1.044
9 H 1.59658 0.45455 -1.44479  S6 1.508

=====

Please write out number 3 again, unchanged.
Entry from the Open Molecules 2025 dataset: an isolated molecule of CH3NO3S at a distorted geometry (wB97M-V/def2-TZVPD).

Results
**Energy above the lowest of the compared OMol25 structures with the same formula, charge and spin**: 118.2 kcal per mole
**Charge**: 0
**E_LUMO (spin up / spin down)**: -1.342 / -1.343 eV
**Highest occupied orbital energy (spin up / spin down)**: -9.7 / -9.7 eV
**Electronic energy**: -718.38277 Eh

Each atom is followed by the atoms it is bonded to, with distances in Å.
Cartesian coordinates (Å):
1 C -0.22975 -1.12955 1.22781  S6 1.895, H7 1.072, H8 1.035, H9 1.087
2 N 0.94884 -3.64368 -0.77714  O3 1.188, O5 1.342
3 O 1.89027 -3.19375 -0.20953  N2 1.188
4 O -1.26088 -0.54794 -1.18584  S6 1.410
5 O -0.20536 -2.96057 -0.73911  N2 1.342, S6 2.005
6 S -1.45726 -1.50251 -0.16695  C1 1.895, O4 1.410, O5 2.005
7 H 0.63300 -0.59270 0.88599  C1 1.072
8 H -0.61667 -0.68776 2.07969  C1 1.035
9 H 0.18467 -2.13149 1.30840  C1 1.087

=====

Copy entry 3 word for word.
Entry from the Open Molecules 2025 dataset: an isolated molecule of CH3NO3S at a distorted geometry (wB97M-V/def2-TZVPD).

Results
**Energy above the lowest of the compared OMol25 structures with the same formula, charge and spin**: 118.2 kcal per mole
**Charge**: 0
**E_LUMO (spin up / spin down)**: -1.342 / -1.343 eV
**Highest occupied orbital energy (spin up / spin down)**: -9.7 / -9.7 eV
**Electronic energy**: -718.38277 Eh

Each atom is followed by the atoms it is bonded to, with distances in Å.
Cartesian coordinates (Å):
1 C -0.22975 -1.12955 1.22781  S6 1.895, H7 1.072, H8 1.035, H9 1.087
2 N 0.94884 -3.64368 -0.77714  O3 1.188, O5 1.342
3 O 1.89027 -3.19375 -0.20953  N2 1.188
4 O -1.26088 -0.54794 -1.18584  S6 1.410
5 O -0.20536 -2.96057 -0.73911  N2 1.342, S6 2.005
6 S -1.45726 -1.50251 -0.16695  C1 1.895, O4 1.410, O5 2.005
7 H 0.63300 -0.59270 0.88599  C1 1.072
8 H -0.61667 -0.68776 2.07969  C1 1.035
9 H 0.18467 -2.13149 1.30840  C1 1.087

=====

- The lowest electronic energy belongs to which entry?
  number 4